(1)
A single C8H11NSe molecule, computed with wB97M-V/def2-TZVPD.

Geometry as XYZ:
```
21
Properties=species:S:1:pos:R:3:nbo_charge:R:1
C 1.94130 -1.25062 0.39701 0.025
C -0.69671 2.15833 0.60509 -0.179
H 1.00588 -0.27463 -2.25299 0.207
C 2.07680 -1.26206 -0.94860 -0.307
N 0.81336 -1.11386 1.08336 -0.506
H -0.24934 -2.84232 -1.23699 0.204
C 0.91219 -1.22380 -1.71308 -0.174
C -0.33131 -1.60288 0.76860 -0.026
H 2.95994 -0.99250 -1.37567 0.216
C -0.27422 -1.82741 -1.58374 -0.424
H -1.79901 1.20921 -0.88478 0.194
H -1.20530 -1.44767 -2.04556 0.225
C -0.95638 1.16679 1.71330 -0.638
H 0.09101 0.96908 1.83098 0.263
H -1.01143 2.73408 -1.43090 0.198
C -1.12618 2.01008 -0.60393 -0.414
H 2.76511 -0.79888 0.96712 0.195
H -0.61633 -2.60174 0.70827 0.194
H -1.29004 1.72485 2.56892 0.238
H -0.22417 3.02995 0.89942 0.199
Se -1.80900 -0.52612 1.38560 0.311
```

highest occupied orbital energy: -7.90 eV
HOMO-LUMO gap: 8.5 eV
energy above the lowest of the compared OMol25 structures with the same formula, charge and spin: 2.7408 eV
SMILES: C=C/C=C\N=C\[Se]CC=C

***

(2)
A single C8H11O2PS molecule, computed with wB97M-V/def2-TZVPD.

Geometry as XYZ:
```
23
Properties=species:S:1:pos:R:3:nbo_charge:R:1
H -2.90127 -1.84730 0.34140 0.169
O -1.66657 1.06076 -1.70319 -0.993
O -1.03574 -1.34861 -0.35212 -0.812
C 3.82906 0.10589 0.09900 -0.180
C 1.82902 -0.21190 -1.19667 -0.154
S -1.49589 0.84739 1.53915 -0.102
C 1.69047 0.67051 1.01916 -0.159
H 3.83680 -0.51820 -1.95542 0.224
H -3.42124 1.84869 0.11911 0.260
C 1.03245 0.23707 -0.13605 -0.454
H -2.83392 -1.15280 -1.33706 0.220
H 4.83943 -0.03645 0.21240 0.211
H -2.35555 -2.80371 -1.15949 0.203
C 3.07801 0.54725 1.17459 -0.213
C -3.28875 1.18957 0.95604 -0.649
P -0.74145 0.20788 -0.21992 1.765
H 1.17985 -0.36057 -2.04163 0.240
H -3.77080 1.53869 1.83491 0.220
C -2.31277 -1.81334 -0.65638 -0.265
C 3.20758 -0.19254 -1.08526 -0.208
H -3.64020 0.20026 0.58802 0.222
H 1.18830 1.13422 1.86385 0.226
H 3.75316 0.69723 2.09554 0.231
```

highest occupied orbital energy: -8.84 eV
HOMO-LUMO gap: 9.0 eV
energy above the lowest of the compared OMol25 structures with the same formula, charge and spin: 1.4073 eV
SMILES: CO[P@@](=O)(SC)c1ccccc1

***

(3)
2 unconnected molecules or ions with the total composition C8H11O6, computed with wB97M-V/def2-TZVPD.

Geometry as XYZ:
```
25
Properties=species:S:1:pos:R:3:lowdin_spin:R:1
H -3.10482 -0.79798 2.17813 0.018
H 2.77484 0.21443 -1.29319 0.000
H -3.58486 -1.00810 0.49809 0.015
C -0.68953 -1.23599 0.52625 -0.009
O 1.62805 -1.84596 0.06802 0.137
C 0.64764 -0.94028 0.18628 0.318
C -1.60543 -0.23137 0.74269 0.318
H -1.83817 1.92641 0.59792 0.001
H 2.85943 1.68449 -0.28506 0.000
H 3.16257 0.11191 0.45264 0.000
H 0.93260 2.77680 -1.39851 0.001
O 1.08289 -2.18973 -2.95706 1.007
O 0.82993 -3.39490 -3.10042 0.994
H 1.28048 -2.75495 0.10567 0.000
O 0.15555 2.65570 -0.81647 0.003
O 1.11727 1.11375 1.39842 0.036
H -3.49537 0.62174 1.18819 -0.001
C -3.01021 -0.36008 1.17509 0.058
C 1.08772 0.50047 0.09850 0.028
H -0.41736 0.82580 -1.46583 0.002
C -0.03821 1.30257 -0.55360 0.019
C 2.56361 0.63115 -0.30601 0.000
C -1.04674 1.16650 0.56950 0.029
O -0.29825 1.51057 1.72421 0.031
H -0.99364 -2.28292 0.66655 -0.007
```

<S²>: 3.79
highest occupied orbital energy (spin up / spin down): -6.63 / -9.20 eV
spin multiplicity: 4
HOMO-LUMO gap (spin up / spin down): 7.2 / 8.1 eV
energy above the lowest of the compared OMol25 structures with the same formula, charge and spin: 0.0000 eV

***

Q: Look up the energy above the lowest of the compared OMol25 structures with the same formula, charge and spin of the second one.
A: 1.4073 eV

***

Q: What is the energy above the lowest of the compared OMol25 structures with the same formula, charge and spin in the first record?
A: 2.7408 eV